Entry 1:
A cluster of 3 separate species, C36H49F18N4O9 in total. Source: the OMol25 dataset; level of theory: wB97M-V/def2-TZVPD.

Geometry (Å):
F1 4.983 -1.285 1.089
H1 6.086 4.944 -0.116
H2 -6.489 0.838 -0.975
C1 8.283 6.555 0.294
O1 -3.461 6.580 -4.583
F2 6.415 1.006 1.560
C2 5.459 0.968 2.456
C3 2.282 -0.449 -3.413
C4 -2.053 -2.922 -1.232
F3 2.091 0.250 -0.252
C5 -3.671 -1.340 -2.073
H3 0.089 -5.822 1.328
H4 -4.454 -1.972 -1.629
H5 3.155 -7.041 3.024
C6 -2.479 6.738 -2.440
H6 -0.478 -4.937 -0.767
H7 -6.962 0.751 3.153
F4 0.717 1.239 -2.502
F5 0.166 0.121 -4.264
H8 6.195 4.616 1.629
O2 8.816 5.361 -0.091
H9 3.277 -10.820 4.192
C7 -3.953 2.409 2.718
H10 7.721 3.321 -1.316
H11 -6.156 5.480 -4.245
C8 8.066 4.327 0.560
O3 -1.694 -3.447 0.033
C9 -6.059 1.294 -0.076
H12 -4.350 3.237 -2.182
H13 -2.542 0.321 1.659
C10 4.045 0.824 1.795
H14 -3.558 -1.571 -3.131
C11 -1.427 -0.428 -2.056
O4 -0.359 -8.763 1.373
C12 -2.222 -0.625 1.219
C13 -6.188 1.433 3.508
H15 -1.734 5.947 -2.539
H16 0.541 -4.168 1.939
C14 -0.186 -4.768 1.384
F6 3.917 1.840 0.952
H17 -1.130 -4.713 1.944
H18 -6.588 4.826 -1.702
N1 -4.055 0.067 -1.711
O5 8.767 7.614 0.073
F7 3.054 -1.287 1.947
H19 -1.293 -3.214 -1.963
H20 3.287 -9.331 2.277
F8 4.675 -1.557 -1.706
C15 -0.452 -4.148 -0.003
H21 -4.976 0.147 -2.136
C16 3.133 -0.579 -0.251
N2 -4.917 0.253 1.839
F9 5.456 2.175 3.032
F10 -2.587 -1.595 2.140
H22 -0.088 -1.862 -2.901
H23 0.451 -1.205 -1.294
C17 0.645 -8.637 1.995
O6 1.304 -7.454 2.157
F11 2.346 -1.770 -3.186
H24 -4.269 3.313 2.182
H25 -6.602 2.447 3.436
H26 -0.395 0.248 0.557
H27 -6.873 1.315 0.647
F12 5.678 0.099 3.397
H28 -2.889 6.756 -1.425
H29 3.874 -9.261 4.777
H30 -4.568 2.834 -0.021
H31 -4.761 4.424 -4.154
H32 7.279 2.371 0.118
H33 -0.313 -0.536 2.111
C18 -5.562 2.719 -0.467
C19 2.274 -7.657 3.192
C20 -4.983 1.305 2.602
C21 7.998 3.080 -0.288
H34 8.974 2.594 -0.332
H35 -3.928 2.691 3.779
F13 5.110 0.409 -1.073
F14 4.500 0.183 -3.635
H36 -7.076 3.772 -3.061
O7 1.287 -9.640 2.646
C22 -5.448 5.020 -3.544
H37 -6.180 3.525 -0.059
C23 2.561 -9.132 3.071
H38 2.202 -9.774 5.096
C24 -5.396 2.968 -1.995
N3 -2.977 -0.856 0.005
H39 -5.972 1.191 4.556
H40 -1.384 0.511 -1.497
C25 3.501 0.261 -2.742
C26 4.102 -0.398 -1.456
H41 -1.870 -0.265 -3.036
N4 -4.950 0.471 0.450
F15 2.622 -1.822 -0.371
O8 7.110 6.364 0.963
C27 0.829 0.024 -3.081
C28 -4.046 -0.056 -0.314
O9 -4.795 6.098 -2.841
C29 -3.619 6.466 -3.423
H42 -0.302 -1.576 0.690
H43 8.550 4.108 1.516
F16 3.350 1.561 -2.504
C30 6.733 5.000 0.764
H44 1.822 -7.383 4.149
C31 -6.223 4.194 -2.515
C32 -2.365 -1.394 -1.218
C33 -0.713 -0.653 1.097
H45 -2.939 2.107 2.452
C34 3.867 -0.588 1.135
H46 0.384 -3.459 -0.217
F17 3.185 0.936 2.800
H47 -5.674 2.119 -2.624
F18 2.454 -0.331 -4.727
H48 -2.073 7.723 -2.672
C35 3.008 -9.778 4.361
H49 -2.976 -3.441 -1.531
C36 -0.001 -0.983 -2.258

Results
Gap between HOMO and LUMO   8.4 eV
Electronic energy   -4094.608736 Eh
Total charge   +1
HOMO   -12.0 eV



Entry 2:
A cluster of 3 separate species, C16H13BF2NO8 in total. Source: the OMol25 dataset; level of theory: wB97M-V/def2-TZVPD.

Geometry (Å):
C1 -0.577 0.829 -3.649
H1 -3.149 -0.243 -1.605
C2 -1.288 0.260 -2.481
H2 -0.864 1.707 -5.637
C3 1.195 -1.806 2.979
O1 -2.435 1.397 2.068
O2 3.219 -0.412 1.953
C4 1.918 0.985 0.594
H3 1.402 -1.951 1.904
O3 0.214 -0.776 3.025
C5 4.453 1.078 0.604
B1 -0.971 -1.565 2.732
O4 -4.651 0.557 -3.578
F1 -4.007 -2.370 2.119
H4 0.960 2.348 -0.715
C6 -1.989 0.391 1.771
O5 -0.940 -2.617 3.752
H5 1.018 0.527 0.990
C7 1.888 1.958 -0.316
C8 3.135 2.565 -0.836
C9 -3.066 -1.607 1.568
C10 -2.728 1.207 -4.766
N1 -2.329 -0.814 2.438
C11 3.201 0.472 1.124
C12 4.422 2.049 -0.304
H6 5.322 2.506 -0.695
H7 0.938 -3.260 4.559
C13 -2.617 0.171 -2.453
H8 -0.720 -2.183 1.690
C14 -1.401 1.295 -4.791
H9 0.298 -3.938 2.971
F2 -1.141 0.341 0.735
H10 2.167 -1.550 3.389
C15 -3.440 0.637 -3.594
H11 -3.346 1.542 -5.589
O6 -2.959 -1.654 0.422
O7 3.112 3.453 -1.667
O8 0.634 0.912 -3.675
H12 5.380 0.687 1.004
H13 -0.672 -0.076 -1.657
C16 0.411 -3.052 3.615

Results
Gap between HOMO and LUMO   5.8 eV
Electronic energy   -1498.825641 Eh
Total charge   -1
HOMO   -5.1 eV